[1]
Here is a 12-piece molecular cluster, C35H76F9N12O24S overall from the Open Molecules 2025 dataset. Energies are from ωB97M-V/def2-TZVPD.

CARTESIAN COORDINATES (ANGSTROEM)
C -0.64631 -3.67896 4.97433
O -1.78565 -3.59860 4.14414
C -2.36877 -4.88227 3.91623
C -2.20326 -5.37514 2.47246
C -0.84588 -5.05020 1.82562
C -1.01450 -4.56712 0.36687
C 0.16653 -4.96941 -0.53604
C 1.49698 -4.36013 -0.03107
C 2.13509 -3.36615 -1.02184
C 1.79164 -1.88278 -0.76751
C 2.99070 -0.89846 -0.78145
C 2.35418 0.51880 -0.83129
C 1.80721 1.06815 0.49863
C 1.61293 2.59460 0.42260
C 0.66350 2.97813 -0.70634
C 0.41535 4.49032 -0.85961
F 0.75881 4.95100 -2.08750
F 1.22308 5.16715 0.01871
C -1.02074 4.95188 -0.45107
F -0.97507 6.27082 -0.15771
F -1.35242 4.31567 0.67738
S -2.34487 4.75380 -1.77935
F -1.52199 3.61277 -2.50171
F -1.66500 5.87055 -2.65318
F -3.23877 5.86408 -1.07367
F -3.09362 3.64135 -0.91599
F -3.46529 4.59544 -2.88807
C 3.80882 -1.19439 0.49117
C 5.21056 -0.56850 0.55534
C 5.21479 0.92847 0.92368
C 5.94867 -1.26425 1.73133
N 5.99134 -0.87232 -0.67181
O 6.41606 -2.09133 -0.66000
C 5.32645 -0.52391 -1.95569
C 5.50061 0.96704 -2.30418
C 6.14016 -1.23295 -3.07827
C 3.87358 -1.06608 -2.04166
H -0.23266 -2.67757 5.08724
H -0.90461 -4.05168 5.97223
H 0.11017 -4.32377 4.51440
H -3.44116 -4.78218 4.10951
H -1.99213 -5.59418 4.64461
H -3.02034 -4.96382 1.87860
H -2.32377 -6.45922 2.48980
H -0.23023 -5.95511 1.80684
H -0.32085 -4.27027 2.37392
H -1.92275 -5.01524 -0.04359
H -1.09366 -3.47590 0.35525
H -0.03434 -4.64425 -1.55877
H 0.22552 -6.05015 -0.52429
H 2.19727 -5.19563 0.04541
H 1.38923 -3.93700 0.96689
H 1.82472 -3.65411 -2.02437
H 3.21969 -3.49847 -1.00829
H 1.04767 -1.55825 -1.50064
H 1.31754 -1.82681 0.21806
H 1.49203 0.42102 -1.49786
H 2.99696 1.27494 -1.28574
H 2.48901 0.89825 1.32916
H 0.85834 0.59516 0.76495
H 2.60456 3.03326 0.30241
H 1.19351 2.97918 1.35451
H -0.29036 2.46186 -0.58221
H 1.03754 2.66457 -1.68250
H 3.25700 -0.97565 1.40518
H 3.98636 -2.26826 0.51867
H 6.20374 1.35218 0.73107
H 5.03864 1.03303 1.99147
H 4.49007 1.51552 0.36649
H 7.02125 -1.10006 1.61759
H 5.66809 -0.79964 2.67811
H 5.72632 -2.32344 1.79140
H 5.15273 1.18691 -3.30531
H 5.10117 1.64416 -1.55584
H 6.58240 1.13581 -2.31167
H 5.88561 -0.74258 -4.01730
H 7.19682 -1.03346 -2.89861
H 5.92771 -2.28977 -3.15430
H 3.93122 -2.09281 -2.39350
H 3.38281 -0.50574 -2.84435
C 4.53284 5.82921 -2.88983
N 5.30998 4.56785 -2.75808
O 6.21345 4.54382 -1.95032
O 4.99160 3.64277 -3.47643
H 4.93589 6.55335 -2.19174
H 4.63939 6.16849 -3.91585
H 3.49915 5.59948 -2.66524
C 2.35829 -9.16575 -2.44252
N 1.69550 -8.08391 -1.66169
O 0.76885 -8.39946 -0.94571
O 2.14151 -6.96499 -1.80211
H 1.86236 -10.10302 -2.21991
H 2.26528 -8.91064 -3.49373
H 3.40120 -9.18968 -2.14160
C -1.36677 8.85660 1.38530
N -1.40177 9.92065 2.42170
O -0.35001 10.35014 2.83631
O -2.50239 10.29439 2.78140
H -0.33341 8.62637 1.15536
H -1.88003 7.98901 1.78924
H -1.88473 9.24734 0.51536
C -5.28092 1.10327 -0.47470
N -5.88333 0.12391 0.47055
O -5.27129 -0.12173 1.48572
O -6.94930 -0.36090 0.15453
H -4.34088 1.44644 -0.06077
H -5.13085 0.59098 -1.42072
H -5.97889 1.92604 -0.58539
C -4.07015 12.11329 0.33188
N -2.92943 12.17883 -0.62386
O -2.17125 11.22885 -0.66669
O -2.82978 13.17923 -1.29438
H -4.02370 11.16897 0.86165
H -3.96607 12.94954 1.01609
H -4.98305 12.19995 -0.24967
C -7.04340 0.35169 3.91418
N -7.61631 -0.02723 5.23639
O -8.05672 0.86110 5.93871
O -7.60801 -1.20400 5.52768
H -7.11893 1.42000 3.80839
H -6.00827 0.02808 3.90298
H -7.61566 -0.16453 3.15051
C 3.03414 -5.29089 3.81528
N 3.03473 -4.07345 2.96182
O 3.85768 -4.00089 2.07641
O 2.19666 -3.23179 3.21055
H 3.82724 -5.94654 3.47593
H 3.19729 -4.96955 4.83970
H 2.05951 -5.75957 3.70604
C -1.65362 -9.77610 5.52200
N -1.75053 -8.59539 4.62043
O -1.03141 -8.56739 3.64445
O -2.54754 -7.73562 4.93058
H -0.90764 -10.45227 5.12182
H -1.37007 -9.41152 6.50459
H -2.63367 -10.24214 5.55187
C 4.56442 -4.73472 -5.79182
N 3.89740 -3.63892 -5.03779
O 2.87964 -3.90520 -4.43630
O 4.42828 -2.55018 -5.07868
H 3.98361 -5.64027 -5.66307
H 4.60319 -4.43425 -6.83438
H 5.56508 -4.84596 -5.38459
C -5.13367 4.24815 -5.67408
N -6.06897 4.28622 -6.83180
O -6.87444 3.38609 -6.93545
O -5.95712 5.22282 -7.59180
H -5.35019 3.36290 -5.08807
H -4.12328 4.21909 -6.07025
H -5.29468 5.15201 -5.09464
C -9.23215 3.46953 0.51413
N -7.90061 3.15516 1.10011
O -7.82444 2.20294 1.84844
O -6.97508 3.87348 0.78500
H -9.94777 2.74560 0.88467
H -9.49234 4.47729 0.82335
H -9.13342 3.40969 -0.56556

Values from the calculation:
Net charge   0
E_HOMO (spin up / spin down)   -7.9 / -8.9 eV
E_tot   -5137.79945 Ha
Multiplicity   2
Orbital gap (spin up / spin down)   7.547 / 8.546 eV
Max |F|   1.9 eV/A

***

[2]
Here is a 16-piece molecular cluster, C32H96O16 overall from the Open Molecules 2025 dataset. Energies are from ωB97M-V/def2-TZVPD.

CARTESIAN COORDINATES (ANGSTROEM)
C -4.75300 1.35433 0.44908
C -5.17415 1.66605 1.86211
O -5.54803 0.42270 2.49961
H -5.55988 0.89554 -0.11951
H -3.84268 0.75310 0.44064
H -4.49352 2.30526 -0.02637
H -6.02481 2.35311 1.89773
H -4.35043 2.11920 2.42155
H -5.87076 0.64789 3.38013
C 1.37642 -1.85388 -4.55141
C 1.47141 -0.41250 -4.15067
O 2.49029 -0.15691 -3.19186
H 0.83473 -2.46806 -3.82706
H 2.34908 -2.29818 -4.76064
H 0.75758 -1.95282 -5.44769
H 0.51135 -0.05114 -3.74708
H 1.67865 0.19435 -5.04788
H 2.41530 0.78789 -2.95841
C -1.60869 3.09246 1.28255
C -2.39671 4.28165 0.76826
O -3.58088 4.45276 1.54633
H -2.14850 2.15519 1.15507
H -1.30957 3.20698 2.32523
H -0.67524 3.04441 0.71499
H -2.67891 4.12333 -0.28090
H -1.78141 5.18843 0.78445
H -4.06428 5.21739 1.22074
C -0.31601 -5.22815 0.57850
C 0.75438 -4.17276 0.43459
O 1.71680 -4.62387 -0.51498
H -0.79336 -5.37026 -0.39385
H -1.08378 -4.90311 1.28482
H 0.05319 -6.19257 0.92497
H 1.22319 -3.96090 1.40193
H 0.31444 -3.24034 0.06436
H 2.32712 -3.88725 -0.67377
C 5.12384 -3.48470 -0.63871
C 4.49295 -2.93320 -1.91499
O 3.23122 -2.33338 -1.60074
H 4.36625 -4.10500 -0.16435
H 5.37045 -2.66027 0.03095
H 6.05814 -3.99362 -0.86715
H 4.29062 -3.75268 -2.61601
H 5.14168 -2.20394 -2.40959
H 3.04583 -1.63655 -2.25346
C -3.84869 -2.94117 0.49805
C -4.75356 -3.02486 1.72515
O -4.82948 -4.36482 2.13754
H -4.24548 -3.56447 -0.30160
H -2.81615 -3.19785 0.74235
H -3.80715 -1.91547 0.11852
H -5.71250 -2.57122 1.42871
H -4.41235 -2.33755 2.51103
H -5.29160 -4.41731 2.97944
C -2.79436 1.88943 -2.34858
C -2.18984 1.56676 -3.68665
O -1.31266 2.63818 -4.07847
H -2.08536 2.12748 -1.54828
H -3.41562 1.08338 -1.95301
H -3.41723 2.79025 -2.35185
H -3.02569 1.49891 -4.38734
H -1.62449 0.63619 -3.62941
H -0.83079 2.34647 -4.86025
C 0.77833 5.63070 -0.61631
C 0.06335 5.12250 -1.83309
O -0.03914 3.70558 -1.77198
H 0.86146 6.71863 -0.68419
H 1.81552 5.29883 -0.52719
H 0.22123 5.34838 0.27716
H 0.56225 5.45144 -2.75352
H -0.92494 5.59633 -1.88187
H -0.41820 3.36014 -2.60502
C 0.54758 0.48286 -0.51995
C -0.53106 -0.53832 -0.21243
O -0.42926 -0.88117 1.16255
H 0.44696 1.36034 0.12060
H 0.47841 0.84063 -1.55156
H 1.55875 0.09075 -0.39622
H -0.51257 -1.37543 -0.91235
H -1.50300 -0.04469 -0.34416
H -1.32809 -0.93174 1.52581
C 4.37580 -1.02720 2.66084
C 3.06293 -1.29765 1.93952
O 2.02632 -0.48652 2.49104
H 4.52115 0.05179 2.74168
H 5.21414 -1.42944 2.09698
H 4.30379 -1.46556 3.65370
H 2.79373 -2.34975 2.09013
H 3.10255 -1.11491 0.86083
H 1.19770 -0.66502 2.01413
C 2.11294 4.28846 2.93734
C 1.80158 2.88963 2.52132
O 1.82312 2.05429 3.68689
H 3.18072 4.40282 3.15334
H 1.62783 4.64466 3.84607
H 1.90219 5.02836 2.16053
H 2.40912 2.46976 1.71350
H 0.78378 2.76260 2.11782
H 2.01343 1.13794 3.41479
C -1.75914 -3.38236 -2.52225
C -2.22353 -2.08842 -3.15065
O -3.06101 -2.42705 -4.25933
H -1.11094 -3.92857 -3.20669
H -2.55139 -4.06798 -2.21891
H -1.24873 -3.18222 -1.57782
H -1.37484 -1.48652 -3.48603
H -2.83112 -1.50173 -2.45375
H -3.61316 -1.69119 -4.53141
C -3.02244 -0.36853 4.99285
C -2.22590 0.17573 3.80377
O -2.70577 -0.39583 2.58360
H -2.99265 -1.44981 4.83953
H -4.04844 -0.01249 5.00004
H -2.48400 -0.18396 5.92125
H -1.16653 -0.10110 3.83555
H -2.14740 1.26916 3.73629
H -3.66632 -0.26084 2.58336
C 4.28921 2.83678 -4.00497
C 2.87795 3.27465 -3.65054
O 2.48369 2.56610 -2.45382
H 4.34319 1.75096 -4.07912
H 4.97498 3.11650 -3.20204
H 4.65714 3.32608 -4.90593
H 2.22038 2.95942 -4.46938
H 2.79699 4.33973 -3.42712
H 1.64219 2.95122 -2.13917
C -1.14225 -3.41356 3.53348
C -2.06531 -4.52076 3.95291
O -1.33203 -5.36227 4.85502
H -1.02652 -2.60350 4.25090
H -1.55592 -2.93491 2.63664
H -0.16345 -3.76328 3.20636
H -2.51626 -5.10418 3.14453
H -2.92592 -4.09048 4.49109
H -1.88045 -6.11067 5.11179
C 5.58795 0.65622 -0.76975
C 4.91919 1.67093 0.17067
O 4.59488 2.82464 -0.57110
H 4.90140 0.33093 -1.55279
H 5.86869 -0.25580 -0.23074
H 6.48975 1.09212 -1.19910
H 5.57163 1.87576 1.01891
H 4.02783 1.17917 0.58168
H 3.76666 2.73353 -1.07135

Values from the calculation:
Net charge   0
ΔE to the lowest compared entry with this formula, charge and spin   0.619 eV
E_HOMO   -9.1 eV
E_tot   -2480.53618 Ha
Orbital gap   9.164 eV
Max |F|   2.1 eV/A

***

[3]
Here is a 2-piece molecular cluster, C4H7NOP overall from the Open Molecules 2025 dataset. Energies are from ωB97M-V/def2-TZVPD.

CARTESIAN COORDINATES (ANGSTROEM)
C -1.99015 -0.70146 -0.65616
C 0.39682 -1.49986 0.06537
C -2.25948 0.58229 0.08361
C -0.74760 0.61217 0.46321
N -0.57436 -0.71991 -0.09368
O -2.51834 -1.46096 -1.36646
P 4.29702 0.19415 -0.32043
H 0.35221 -2.39950 -0.46776
H -2.66571 1.51357 -0.28389
H -2.84152 0.12822 0.86106
H -0.13990 1.23341 -0.21258
H -0.43334 0.64062 1.51363
H 5.44815 0.37943 0.47335
H 3.67621 1.49783 -0.05927

Values from the calculation:
Net charge   +1
ΔE to the lowest compared entry with this formula, charge and spin   3.873 eV
E_HOMO (spin up / spin down)   -13.5 / -12.0 eV
E_tot   -627.47879 Ha
Orbital gap (spin up / spin down)   7.522 / 4.315 eV
Max |F|   2.8 eV/A

***

[4]
Here is C3HCoFO2 as an isolated structure from the Open Molecules 2025 dataset. Energies are from ωB97M-V/def2-TZVPD.

CARTESIAN COORDINATES (ANGSTROEM)
F 1.09478 -0.67308 0.22329
O -0.43839 1.14550 0.50555
O -1.56275 -0.79680 0.49596
C 0.45934 1.37160 -0.45356
C 1.54785 0.80217 -0.78346
C -0.62058 -0.13548 0.94759
H 2.09888 0.54337 -1.67623
Co -2.57914 -2.25729 0.74086

Values from the calculation:
Net charge   +2
ΔE to the lowest compared entry with this formula, charge and spin   1.249 eV
E_HOMO (spin up / spin down)   -18.3 / -18.2 eV
E_tot   -1746.85793 Ha
Multiplicity   6
Orbital gap (spin up / spin down)   5.595 / 4.027 eV
Max |F|   4.4 eV/A